[1]
Entry from the Open Molecules 2025 dataset: a 2-piece molecular cluster, C13H9F15NO overall at a distorted geometry (ωB97M-V/def2-TZVPD).

Geometry (Å):
1 F 6.9617 -0.6819 2.7130
2 C 6.3267 0.0945 1.7758
3 F 6.1514 1.3115 2.3939
4 F 7.0508 0.1945 0.6487
5 C 4.8979 -0.5378 1.5677
6 F 4.2387 -0.4104 2.7836
7 F 4.9842 -1.8556 1.1981
8 C 3.9862 0.2089 0.4966
9 F 4.3655 1.5055 0.2479
10 F 3.9617 -0.4474 -0.7208
11 C 2.4995 0.1613 1.0397
12 C 1.8768 -1.1594 1.0419
13 C 0.5160 -1.2848 1.5666
14 C -0.1162 -0.0537 2.0754
15 C 0.6000 1.2126 2.0054
16 N 1.8801 1.2862 1.5016
17 H 2.4399 -2.0373 0.6605
18 H -0.0008 -2.2677 1.6005
19 H -1.1317 -0.0391 2.5237
20 H 0.1573 2.1598 2.3933
21 H 2.4228 2.1580 1.4514
22 C -4.2812 0.0527 -2.9910
23 C -3.9280 -1.3703 -2.5157
24 C -4.4908 -1.7836 -1.1567
25 F -4.0234 -1.0069 -0.1536
26 F -4.1201 -3.0542 -0.8645
27 F -2.5819 -1.5268 -2.5468
28 F -4.4293 -2.2312 -3.4430
29 O -3.2849 1.0570 -2.7930
30 C -3.2579 1.7118 -1.5622
31 C -1.9413 1.4803 -0.8204
32 F -1.7482 0.1672 -0.5607
33 F -1.9431 2.1231 0.3782
34 F -4.3314 1.3710 -0.8271
35 F -3.3873 3.0287 -1.8306
36 H -4.3802 -0.0104 -4.0762
37 H -5.2633 0.3770 -2.6425
38 H -5.5834 -1.7434 -1.1522
39 H -1.0929 1.8407 -1.4062

The net charge is +1. Its HOMO-LUMO gap is 9.05 eV. Its HOMO energy is -14.0910 eV. The value obtained for the calculated total energy is -2128.497342 a.u. As for the energy above the lowest of the compared OMol25 structures with the same formula, charge and spin: 26.8 kcal/mol.



[2]
Entry from the Open Molecules 2025 dataset: one molecule with the formula C13H9F4NO2S at a distorted geometry (ωB97M-V/def2-TZVPD).

Geometry (Å):
1 C 1.9174 -1.3045 -3.0728
2 S 0.5282 -0.1565 -3.2756
3 C 0.2168 -0.0143 -1.5475
4 N 0.8245 1.0331 -0.9600
5 C 0.5574 1.3176 0.4494
6 C 1.3080 2.4194 0.9264
7 F 2.0282 3.2206 0.0526
8 C 1.3220 2.6696 2.2289
9 C 0.7102 1.7573 3.1419
10 C -0.0624 0.6728 2.6336
11 C -0.7010 -0.2614 3.6382
12 F -0.2722 0.0871 4.8837
13 F -2.0133 -0.1101 3.6854
14 F -0.4066 -1.5016 3.4285
15 C -0.1579 0.4972 1.2261
16 C -0.8334 -0.5921 0.4852
17 O -1.5811 -1.3492 0.9878
18 C -0.6395 -0.7808 -0.9083
19 C -1.3156 -1.7965 -1.6778
20 C -2.6258 -1.3870 -2.4903
21 O -0.8366 -2.9259 -1.7835
22 H 2.5580 -1.3058 -4.0023
23 H 2.5518 -1.1906 -2.2167
24 H 1.5969 -2.3140 -2.9951
25 H 1.3309 1.7227 -1.4882
26 H 1.9571 3.3715 2.5192
27 H 0.7989 1.9267 4.2241
28 H -2.3883 -0.4776 -2.9994
29 H -3.4591 -1.1276 -1.8284
30 H -2.9133 -2.1001 -3.2653

The net charge is 0. As for the SMILES: CSc1[nH]c2c(F)ccc(C(F)(F)F)c2c(=O)c1C(C)=O. Its HOMO-LUMO gap is 8.79 eV. Its HOMO energy is -8.9937 eV. The value obtained for the calculated total energy is -1503.647510 a.u.



[3]
Entry from the Open Molecules 2025 dataset: C13H9FeNO4 as an isolated structure at a distorted geometry (ωB97M-V/def2-TZVPD).

Geometry (Å):
1 Fe -0.0269 -0.0806 0.3589
2 O -0.0075 2.9737 0.1299
3 C -0.0315 1.8257 0.0935
4 C -0.0247 -1.9484 0.1420
5 O 0.0462 -3.1017 0.1036
6 C 1.8952 -0.0318 -0.0598
7 O 3.0405 0.0061 -0.1318
8 C -1.8099 -0.0166 -0.0145
9 O -2.9390 0.0198 -0.3085
10 C -0.0087 0.6948 -2.2699
11 H -0.9662 1.2750 -2.2558
12 H 0.9488 1.2774 -2.2605
13 C -0.0102 -0.6282 -2.1934
14 H 0.9344 -1.2340 -2.2127
15 H -0.9586 -1.2266 -2.2016
16 N 0.1184 -0.0678 2.0693
17 C 0.1288 -0.0716 3.2411
18 C 0.0821 -0.0664 4.5624
19 C -1.1619 0.1035 5.1802
20 C -1.1741 0.1018 6.5602
21 C 0.0148 -0.0641 7.2846
22 C 1.2363 -0.2322 6.6179
23 C 1.2908 -0.2361 5.2400
24 H -2.0735 0.2274 4.5943
25 H -2.1191 0.2282 7.0826
26 H -0.0120 -0.0654 8.3815
27 H 2.1546 -0.3640 7.1834
28 H 2.2259 -0.3674 4.6968

The net charge is +2. Its HOMO-LUMO gap (alpha / beta) is 5.68 / 2.79 eV. Its HOMO energy (alpha / beta) is -14.1353 / -15.3708 eV. As for the spin multiplicity: 5. The value obtained for the calculated total energy is -2119.361667 a.u. As for the energy above the lowest of the compared OMol25 structures with the same formula, charge and spin: 22.1 kcal/mol. As for the expectation value of S²: 6.12.



[4]
Entry from the Open Molecules 2025 dataset: C14H10AuF5N as an isolated structure at a distorted geometry (ωB97M-V/def2-TZVPD).

Geometry (Å):
1 C 1.4159 -1.4313 -2.4570
2 C 0.0154 -1.3098 -2.6395
3 C -0.6539 -2.0173 -1.5731
4 C 0.3829 -2.6567 -0.7697
5 C 1.6758 -2.2484 -1.2943
6 Au 0.5617 -0.5432 -0.1130
7 C -0.9745 1.6584 -1.4453
8 C 0.4873 1.7543 -1.5598
9 C 1.0150 2.3543 -2.6833
10 N 1.4629 1.0945 -0.8400
11 H -1.7331 -2.1846 -1.5174
12 H -0.4582 -0.8609 -3.5190
13 H 0.2451 -3.3731 0.0420
14 H 2.6432 -2.6293 -0.9732
15 H 2.1657 -1.0110 -3.1262
16 H -1.5272 0.9873 -2.1194
17 H 1.9314 1.4668 -0.0001
18 H -1.5325 2.0851 -0.6333
19 H 0.4141 2.8742 -3.4373
20 H 2.0677 2.1869 -2.8270
21 F -0.9351 -2.2344 1.7427
22 C -0.8168 -0.9895 2.2986
23 C -0.2845 0.0856 1.5893
24 C -0.2824 1.4082 2.0355
25 F 0.1430 2.4290 1.2078
26 C -0.7640 1.6155 3.3503
27 F -0.8387 2.8803 3.8465
28 C -1.2297 0.5363 4.1327
29 F -1.6643 0.7123 5.4145
30 C -1.2391 -0.7771 3.5991
31 F -1.6930 -1.8626 4.2690

The net charge is -1. Its HOMO-LUMO gap (alpha / beta) is 5.84 / 6.75 eV. Its HOMO energy (alpha / beta) is -2.7088 / -3.8053 eV. As for the spin multiplicity: 3. The value obtained for the calculated total energy is -1229.033617 a.u. As for the expectation value of S²: 2.02.